Density functional theory data (ωB97M-V with the def2-TZVPD basis set) for a molecular structure, C41H41BiBrN4O7S4.

```
! wB97M-V def2-TZVPD RIJCOSX def2/J DEFGRID3
* xyz -1 1
Bi -0.7939 -0.3591 -0.1855
C -4.1523 0.0322 -0.5624
N -2.9506 0.7672 -0.9485
C -2.9836 2.1384 -0.4357
C -2.8019 0.7695 -2.4156
C -2.2829 -0.5553 -2.9172
C -2.6558 -1.0368 -4.1651
C -2.0885 -2.2012 -4.6654
C -1.1451 -2.8874 -3.9148
C -0.7823 -2.4156 -2.6573
C -1.3571 -1.2596 -2.1491
H -5.0423 0.5342 -0.9673
H -4.2251 -0.0225 0.5213
H -4.0993 -0.9855 -0.9423
H -3.8454 2.6858 -0.8417
H -2.0607 2.6458 -0.7192
H -3.0671 2.1170 0.6523
H -2.0911 1.5608 -2.6641
H -3.7642 1.0196 -2.8846
H -3.3876 -0.4947 -4.7550
H -2.3820 -2.5699 -5.6405
H -0.6883 -3.7890 -4.3042
H -0.0377 -2.9463 -2.0756
Br 4.7302 2.9116 -6.7699
C 3.3821 2.6801 -5.4482
C 3.0920 1.4051 -4.9933
C 2.1114 1.2466 -4.0246
C 1.4201 2.3455 -3.5295
C 1.7224 3.6124 -4.0114
C 2.7115 3.7920 -4.9665
C 0.3453 2.1631 -2.4722
O -0.4204 3.1114 -2.2451
O 0.3267 1.0147 -1.9418
H 3.6276 0.5511 -5.3845
H 1.8758 0.2656 -3.6324
H 1.1589 4.4549 -3.6351
H 2.9563 4.7782 -5.3370
O 3.7617 -4.8317 1.7709
S 3.9225 -3.5821 1.0728
O 5.1889 -3.3484 0.4296
N 2.6872 -3.3113 0.0556
C 1.9638 -2.2847 0.4332
O 0.9584 -1.8612 -0.2003
C 2.4663 -1.5805 1.6707
C 2.0027 -0.4261 2.2781
C 2.6796 0.0381 3.4005
C 3.7769 -0.6477 3.9118
C 4.2441 -1.8043 3.2968
C 3.5736 -2.2331 2.1709
H 1.1607 0.1353 1.8861
H 2.3386 0.9439 3.8840
H 4.2803 -0.2697 4.7932
H 5.1080 -2.3367 3.6704
O -2.1738 -1.8259 0.7224
C -2.0107 -2.5217 1.9135
C -1.1377 -3.7454 1.6658
C -1.0685 -4.3661 0.4570
C -0.3089 -5.5657 0.4879
C 0.1807 -5.8401 1.7246
S -0.2446 -4.6223 2.8457
C -1.5383 -1.5791 3.0253
C -1.8751 -0.2546 3.0705
C -1.4314 0.4033 4.2458
C -0.7892 -0.4449 5.0951
S -0.6910 -2.0226 4.4519
C -3.3860 -3.0370 2.3332
C -3.7847 -3.5974 3.5089
C -5.1399 -4.0261 3.4813
C -5.7325 -3.7844 2.2796
S -4.6562 -3.0289 1.1841
H -1.5571 -3.9641 -0.4168
H -0.1065 -6.1758 -0.3798
H 0.8488 -6.6294 2.0210
H -2.4508 0.2151 2.2863
H -1.5824 1.4539 4.4463
H -0.3277 -0.2177 6.0418
H -3.1316 -3.7059 4.3634
H -5.6446 -4.4911 4.3159
H -6.7472 -4.0012 1.9889
C 3.6518 3.9093 0.6195
N 2.5855 3.0481 0.1476
C 3.0270 1.7033 -0.1800
C 1.2793 3.2570 0.5305
O 0.4745 2.3631 0.7490
N 0.9036 4.5844 0.6330
C -0.4568 4.8036 1.0811
C 1.3440 5.5510 -0.3583
H 4.2219 3.4018 1.4065
H 3.2551 4.8352 1.0253
H 4.3417 4.1480 -0.1946
H 3.7544 1.7640 -0.9931
H 2.1858 1.1071 -0.5186
H 3.5071 1.2215 0.6768
H -0.6803 4.1617 1.9295
H -1.1722 4.5921 0.2800
H -0.5574 5.8468 1.3857
H 2.1671 5.1489 -0.9419
H 1.6637 6.4839 0.1156
H 0.5228 5.7647 -1.0487
*
```

Results
Orbital gap in eV: 8.121
E in eV: -182702.26963
Max |F| in eV/Å: 0.468
Energy relative to the best compared isomer or geometry (same formula, charge and spin) in kcal per mole: 5.15


Density functional theory data (ωB97M-V with the def2-TZVPD basis set) for a molecular structure, C41H41Br4CaN7O4S2Si.

```
! wB97M-V def2-TZVPD RIJCOSX def2/J DEFGRID3
* xyz -2 1
Ca 0.8457 0.1857 0.4854
C -0.2359 -0.9444 2.4920
Si -1.1965 -2.4404 2.3277
C -2.4525 -2.2532 0.9002
N -1.8684 -2.0315 -0.4229
C -1.2549 -3.2516 -0.9812
C -1.7834 -3.6128 -2.3663
C -3.3096 -3.6706 -2.3610
C -3.9069 -2.3463 -1.8353
C -2.8013 -1.4027 -1.3497
C -0.1390 -3.9810 2.0036
C -0.6615 -5.2774 2.0378
C 0.0996 -6.3760 1.6636
C 1.4110 -6.1977 1.2357
C 1.9559 -4.9219 1.2036
C 1.1873 -3.8315 1.5958
C -2.3528 -2.9523 3.7790
C -2.0601 -3.9672 4.6927
C -2.8910 -4.2505 5.7704
C -4.0538 -3.5190 5.9653
C -4.3693 -2.4998 5.0759
C -3.5288 -2.2257 4.0056
H 0.5575 -0.9735 3.2471
H -0.8907 -0.0870 2.7015
H -3.0194 -1.3494 1.1547
H -3.1787 -3.0914 0.9050
H -1.4813 -4.0964 -0.3208
H -0.1650 -3.1552 -1.0002
H -1.3620 -4.5794 -2.6565
H -1.4394 -2.8892 -3.1064
H -3.6225 -4.5010 -1.7196
H -3.6825 -3.8955 -3.3646
H -4.5912 -2.5452 -1.0069
H -4.4970 -1.8430 -2.6085
H -3.2317 -0.5310 -0.8593
H -2.2276 -1.0232 -2.2018
H -1.6897 -5.4313 2.3540
H -0.3321 -7.3708 1.6928
H 2.0019 -7.0512 0.9223
H 2.9657 -4.7574 0.8476
H 1.6201 -2.8384 1.5516
H -1.1574 -4.5557 4.5590
H -2.6292 -5.0459 6.4601
H -4.7062 -3.7375 6.8032
H -5.2700 -1.9133 5.2200
H -3.7893 -1.4120 3.3373
N 6.8305 2.7845 -2.7002
C 6.0155 1.7432 -2.2288
C 5.9329 0.5318 -2.9131
C 5.0998 -0.4776 -2.4577
C 4.3413 -0.2789 -1.3144
C 4.4529 0.9111 -0.6030
C 5.2941 1.9090 -1.0495
S 3.2305 -1.5203 -0.7153
O 3.8205 -2.8068 -0.9882
O 3.0197 -1.1665 0.6886
N 1.7705 -1.3063 -1.3272
C 1.5336 -1.2358 -2.6559
N 2.4914 -1.5318 -3.5612
C 2.1405 -1.5117 -4.8353
C 0.8584 -1.2210 -5.2702
C -0.0418 -0.8873 -4.2664
N 0.2716 -0.8629 -2.9860
H 6.9723 2.7470 -3.6983
H 6.4747 3.6931 -2.4362
H 6.5110 0.3898 -3.8204
H 5.0143 -1.4137 -2.9896
H 3.8770 1.0587 0.2996
H 5.3509 2.8469 -0.5088
H 2.9292 -1.7431 -5.5480
H 0.5830 -1.2303 -6.3147
H -1.0650 -0.6022 -4.5104
Br 3.5281 6.7355 -1.5356
C 2.7191 5.3388 -0.5341
C 2.3610 5.5305 0.7844
Br 2.6405 7.2127 1.6203
C 1.7822 4.4816 1.5111
Br 1.3646 4.6534 3.3510
C 1.5422 3.2116 0.9545
O 1.1400 2.2089 1.6307
C 1.8110 3.0498 -0.4741
O 1.4984 1.8982 -1.0276
C 2.4471 4.0912 -1.1392
Br 3.0074 3.7739 -2.9337
C 0.0558 2.4493 -4.3841
C -1.1704 2.2010 -3.5767
C -2.4289 2.0879 -4.1141
C -3.4928 1.8985 -3.2164
N -3.3381 1.8296 -1.9160
C -2.0857 1.9053 -1.3851
S -1.7865 1.7951 0.2490
N -1.0242 2.1013 -2.2514
C -4.8968 1.7348 -3.7267
H -0.1551 2.3242 -5.4454
H 0.8618 1.7790 -4.0880
H 0.4104 3.4628 -4.2029
H -2.5825 2.1615 -5.1805
H -0.0564 2.1178 -1.8270
H -4.9777 1.9946 -4.7819
H -5.5753 2.3527 -3.1403
H -5.2048 0.6957 -3.5947
*
```

Results
Orbital gap in eV: 5.783
E in eV: -389967.49420
Max |F| in eV/Å: 0.524
Energy relative to the best compared isomer or geometry (same formula, charge and spin) in kcal per mole: 6.00


Density functional theory data (ωB97M-V with the def2-TZVPD basis set) for a molecular structure, C41H41BrN5O2P2SW.

```
! wB97M-V def2-TZVPD RIJCOSX def2/J DEFGRID3
* xyz 3 1
W 0.2397 -0.7051 0.1538
C 0.5216 3.1861 -0.6162
C 1.1446 2.2691 -1.6658
P 0.1899 0.7384 -1.9665
C 1.0344 -0.0795 -3.3378
C 0.3746 -1.1171 -3.9987
C 0.9946 -1.7894 -5.0382
C 2.2825 -1.4336 -5.4237
C 2.9457 -0.4069 -4.7703
C 2.3263 0.2706 -3.7276
C -1.4021 1.2819 -2.6240
C -2.5745 1.2699 -1.8718
C -3.7575 1.7574 -2.4107
C -3.7756 2.2620 -3.7019
C -2.6098 2.2799 -4.4599
C -1.4293 1.7931 -3.9263
C 0.7280 2.7520 0.8433
P -0.2855 1.3403 1.3807
C -1.3727 -1.6119 0.9365
C -2.0219 -2.3122 1.9667
C -3.1232 -3.0602 1.6372
C -3.5865 -3.1251 0.2995
C -2.9520 -2.4545 -0.7166
C -1.8220 -1.6933 -0.3718
C -1.9861 1.9559 1.4787
C -2.2804 3.2849 1.1557
C -3.5819 3.7578 1.2652
C -4.5956 2.9189 1.7078
C -4.3057 1.6020 2.0446
C -3.0109 1.1213 1.9267
H -0.5367 3.3262 -0.8486
H 0.9848 4.1694 -0.7128
H 2.1654 2.0017 -1.3908
H 1.1896 2.7946 -2.6231
H -0.6432 -1.3826 -3.7294
H 0.4706 -2.5785 -5.5608
H 2.7620 -1.9497 -6.2448
H 3.9416 -0.1194 -5.0797
H 2.8580 1.0814 -3.2477
H -2.5844 0.8879 -0.8607
H -4.6647 1.7387 -1.8209
H -4.6975 2.6399 -4.1232
H -2.6250 2.6690 -5.4688
H -0.5296 1.7973 -4.5305
H 0.5247 3.5745 1.5325
H 1.7646 2.4544 1.0120
H -1.6481 -2.2707 2.9819
H -3.6470 -3.6238 2.3984
H -4.4566 -3.7286 0.0759
H -3.3062 -2.5060 -1.7366
H -1.2966 -1.1624 -1.2013
H -1.5177 3.9687 0.8114
H -3.8004 4.7837 1.0000
H -5.6081 3.2910 1.7917
H -5.0908 0.9476 2.3999
H -2.8027 0.0997 2.2060
O 2.0709 0.1006 0.4184
N 3.1285 -0.4118 -0.2035
N 2.8259 -1.4193 -0.8864
O 1.5825 -1.8005 -0.9753
C 3.8187 -2.1445 -1.6536
C 3.3855 -3.2188 -2.4109
C 4.3300 -3.9080 -3.1555
C 5.6612 -3.5173 -3.1327
C 6.0643 -2.4318 -2.3629
C 5.1418 -1.7281 -1.6079
H 2.3445 -3.5025 -2.4328
H 4.0217 -4.7537 -3.7546
H 6.3921 -4.0620 -3.7146
H 7.1034 -2.1338 -2.3471
H 5.4469 -0.8869 -1.0033
Br 3.3150 -5.2155 4.4480
C 2.4753 -3.9744 3.3438
C 2.7050 -2.6144 3.5021
C 2.0616 -1.7318 2.6598
N 1.2102 -2.1177 1.6988
C 1.0162 -3.4395 1.5431
C 1.6181 -4.3929 2.3332
H 3.3840 -2.2459 4.2576
H 2.2606 -0.6729 2.7351
H 0.3526 -3.7458 0.7444
H 1.4248 -5.4418 2.1602
S 0.3342 1.1359 3.4861
C -0.6285 2.0712 4.6008
N -0.5193 1.7942 5.8903
C -1.2261 2.7910 6.7159
C -2.0769 3.5202 5.6610
N -1.4552 3.0738 4.3979
H 0.1124 1.0995 6.2555
H -0.5056 3.4481 7.2006
H -1.8319 2.2991 7.4713
H -2.0212 4.6013 5.7494
H -3.1204 3.2080 5.6838
H -1.7173 3.4120 3.4856
*
```

Results
Orbital gap in eV: 6.648
E in eV: -155984.53352
Max |F| in eV/Å: 0.366
Energy relative to the best compared isomer or geometry (same formula, charge and spin) in kcal per mole: 3.23


Density functional theory data (ωB97M-V with the def2-TZVPD basis set) for a molecular structure, C41H41CdN5O2PS at a distorted geometry.

```
! wB97M-V def2-TZVPD RIJCOSX def2/J DEFGRID3
* xyz 1 1
Cd -0.6284 -0.4436 0.3111
C -2.9103 0.5021 6.6615
C -3.7832 0.6885 5.5928
C -3.2471 0.9976 4.3270
C -1.8420 1.0793 4.1700
C -1.0104 0.8833 5.2344
C -1.5488 0.6098 6.4758
P -1.0371 1.2523 2.4688
C 0.3989 2.3978 2.7550
C 0.4594 3.7620 2.5166
C 1.5219 4.5923 2.7694
C 2.7195 4.0369 3.1518
C 2.7756 2.6872 3.4663
C 1.6036 1.9047 3.2200
C -2.1966 2.3576 1.5567
C -2.7845 3.3991 2.2421
C -3.5439 4.3744 1.5507
C -3.6312 4.3659 0.2198
C -2.9881 3.3456 -0.5350
C -3.0016 3.3714 -1.9633
C -2.3299 2.3779 -2.6857
C -1.6894 1.3437 -1.9845
C -1.6307 1.2490 -0.6349
C -2.2706 2.3265 0.1421
H -3.2402 0.2103 7.6324
H -4.8448 0.7777 5.8418
H -4.0193 1.2515 3.5948
H 0.1444 1.0046 5.2701
H -0.9336 0.2457 7.2484
H -0.4770 4.2979 2.2137
H 1.4799 5.6330 2.5043
H 3.6180 4.6280 3.2706
H 3.6826 2.2560 3.8288
H 1.5805 0.8588 3.5221
H -2.7528 3.4510 3.3091
H -3.9921 5.2353 2.0659
H -4.2183 5.1869 -0.2359
H -3.5519 4.1269 -2.4421
H -2.4230 2.4174 -3.7336
H -1.2227 0.5782 -2.6786
O 0.0576 -1.9953 2.4997
C -1.2457 -2.3842 2.8885
C -1.8571 -3.0973 1.7054
C -2.5586 -4.2853 1.8062
C -3.2266 -4.7597 0.6375
C -3.0896 -4.0929 -0.5841
C -2.3586 -2.8828 -0.5729
N -1.7786 -2.4212 0.5239
H 0.5354 -1.6014 3.2385
H -1.8311 -1.5015 3.1650
H -1.2285 -3.1420 3.7177
H -2.5670 -4.8381 2.7389
H -3.7128 -5.7195 0.5917
H -3.6415 -4.4620 -1.4197
H -2.1841 -2.2424 -1.4510
C 2.6938 2.2866 -2.0730
N 2.1383 1.2128 -1.2340
C 2.7619 0.5303 -0.2939
N 4.0907 0.7599 -0.1361
S 1.9077 -0.5350 0.7374
H 1.9214 2.6188 -2.7818
H 3.4605 1.8298 -2.6821
H 3.0855 3.0926 -1.5149
H 1.1740 0.9438 -1.4673
H 4.6120 1.4394 -0.6534
H 4.6182 0.2190 0.5472
C 2.4116 -4.0234 -4.9307
N 2.1573 -3.5143 -3.5846
N 1.4463 -2.2992 -3.4184
C 0.5684 -2.3579 -2.3531
O -0.0998 -1.4162 -1.9864
C 0.6479 -3.6755 -1.8915
C 1.5779 -4.3228 -2.5936
C 2.0803 -5.7172 -2.4359
C 1.8777 -1.1142 -4.0744
C 3.2470 -0.9258 -4.2095
C 3.7618 0.1872 -4.8375
C 2.9030 1.0535 -5.4389
C 1.5186 0.8896 -5.3098
C 1.0264 -0.1338 -4.5449
H 3.0362 -3.2901 -5.4701
H 1.4501 -4.3023 -5.3711
H 3.1789 -4.8036 -4.7633
H 0.1525 -4.1224 -1.0442
H 1.9466 -6.1448 -1.4233
H 3.0833 -5.9563 -2.8588
H 1.4330 -6.3848 -3.0723
H 3.8820 -1.6628 -3.5792
H 4.8218 0.3606 -4.7454
H 3.1837 1.8951 -6.0597
H 0.7329 1.4944 -5.7242
H -0.0371 -0.3055 -4.4527
*
```

Results
Orbital gap in eV: 7.800
E in eV: -79410.64776
Max |F| in eV/Å: 3.608
Energy relative to the best compared isomer or geometry (same formula, charge and spin) in kcal per mole: 44.72


Density functional theory data (ωB97M-V with the def2-TZVPD basis set) for a molecular structure, C41H41FP2W at a distorted geometry.

```
! wB97M-V def2-TZVPD RIJCOSX def2/J DEFGRID3
* xyz 2 3
W 1.6518 0.2913 -1.1141
C 4.0710 0.4390 -4.6361
C 2.8245 0.4561 -5.1495
C 2.3095 -0.4696 -6.2078
C 2.8564 -1.9168 -6.1346
C 2.9901 -2.4750 -4.7330
C 4.1256 -2.4628 -4.0165
C 5.4005 -1.7548 -4.4020
C 5.2293 -0.4008 -5.1171
C 0.1520 -1.2201 0.4670
H 4.3842 1.2570 -3.9632
H 2.1926 1.3423 -5.0019
H 2.5161 -0.0636 -7.2185
H 1.2112 -0.5070 -6.1568
H 2.1457 -2.5607 -6.6833
H 3.7917 -2.0013 -6.7242
H 2.1486 -3.0959 -4.3949
H 4.2792 -3.2401 -3.2575
H 6.0363 -2.4206 -5.0195
H 5.9845 -1.5992 -3.4797
H 6.1315 0.1828 -4.8836
H 5.2482 -0.5257 -6.2119
H 0.9289 -0.4992 0.8482
H 0.0363 -1.9876 1.2539
H -0.8263 -0.7625 0.3029
P 0.2294 0.5997 -2.8522
P 0.6177 -2.2264 -0.9512
C 0.2164 -1.0339 -3.5173
C 0.5895 -2.1074 -2.7224
C -0.8838 1.7283 -3.6923
C -1.1240 1.6540 -5.0781
C -1.8514 2.6721 -5.6976
C -2.4039 3.7206 -4.9483
C -2.2410 3.7304 -3.5567
C -1.4872 2.7496 -2.9307
C 2.3812 1.2557 -2.7750
C 3.4683 0.3966 -2.0135
C 4.3783 1.1444 -1.2088
C 4.3851 2.5347 -1.2812
C 3.4649 3.2735 -2.0262
C 2.4219 2.6603 -2.7254
C -0.7649 -3.4423 -0.7798
C -2.0713 -2.9940 -1.0377
C -3.1208 -3.9121 -1.0479
C -2.8605 -5.2645 -0.7947
C -1.5644 -5.7026 -0.5087
C -0.5072 -4.7862 -0.4999
C 2.1073 -3.0492 -0.2928
C 2.5799 -3.0287 1.0386
C 3.7958 -3.6587 1.3387
C 4.5690 -4.2249 0.3110
C 4.1177 -4.1854 -1.0161
C 2.8716 -3.6348 -1.2993
H -0.2327 -1.1662 -4.5172
H 0.5435 -3.1018 -3.1848
H -0.7317 0.8172 -5.6562
H -1.9793 2.6675 -6.7784
H -2.9475 4.5294 -5.4457
H -2.6887 4.5305 -2.9727
H -1.3495 2.7701 -1.8528
H 3.7615 -0.6135 -2.3524
H 5.0098 0.5680 -0.5197
H 5.0953 3.0750 -0.6538
H 3.5165 4.3733 -2.0201
H 1.6194 3.2387 -3.2084
H -2.2797 -1.9390 -1.2369
H -4.1406 -3.5794 -1.2442
H -3.6791 -5.9809 -0.8159
H -1.3710 -6.7519 -0.2817
H 0.5044 -5.1243 -0.2692
H 2.0068 -2.5166 1.8193
H 4.1566 -3.6972 2.3723
H 5.5355 -4.6810 0.5240
H 4.7225 -4.5625 -1.8421
H 2.4923 -3.5943 -2.3193
F -0.9511 4.7889 2.6034
C -0.4001 3.7855 1.8447
C 0.9723 3.7098 1.7161
C 1.5351 2.6945 0.9370
C 0.7212 1.7946 0.2410
C -0.6718 1.9238 0.3645
C -1.2433 2.9101 1.1771
H 1.6084 4.4418 2.1995
H 2.6139 2.5883 0.8403
H -1.3236 1.2475 -0.1890
H -2.3122 3.0135 1.2649
*
```

Results
Orbital gap (alpha / beta) in eV: 5.282 / 5.439
E in eV: -66277.88227
Max |F| in eV/Å: 5.010
Energy relative to the best compared isomer or geometry (same formula, charge and spin) in kcal per mole: 87.91